(1)
Molecular formula: C11H17ClFeINO2PS
Method: DFT, wB97M-V/def2-TZVPD

Each line ends with the Löwdin spin population.
Cartesian coordinates (Å):
C: -0.768 -3.123 -2.426  0.00
C: -0.748 -1.718 -2.905  0.01
H: -1.810 -3.461 -2.351  0.00
H: -0.305 -3.201 -1.430  0.00
H: -0.215 -3.770 -3.117  0.00
O: -1.662 -0.913 -2.833  0.05
I: 3.410 0.992 -2.296  0.41
Fe: 1.321 -0.292 -2.300  3.80
P: -1.273 0.995 -0.258  0.06
C: -2.714 1.621 -1.122  0.01
C: -1.650 -0.644 0.359  0.00
H: -0.442 1.489 1.950  0.00
H: -1.859 2.479 1.497  0.00
H: -0.240 2.874 0.837  0.00
C: -0.908 2.059 1.139  0.01
H: -0.857 -1.024 1.015  0.00
H: -2.584 -0.560 0.937  0.00
H: -3.583 1.530 -0.455  0.00
H: -2.878 1.020 -2.025  0.00
H: -1.808 -1.347 -0.469  0.00
H: -2.564 2.674 -1.395  0.00
C: 0.168 1.251 -1.477  0.20
O: 0.268 2.386 -1.911  0.09
Cl: 0.620 -1.399 -4.136  0.08
S: 1.732 -1.629 -0.473  0.20
C: 1.834 -0.721 0.983  0.03
N: 2.450 0.500 0.989  0.01
C: 2.534 1.273 2.110  0.00
C: 1.994 0.824 3.298  0.01
C: 1.388 -0.439 3.344  0.00
C: 1.325 -1.214 2.193  0.02
H: 2.853 0.842 0.099  0.01
H: 3.043 2.226 1.994  0.00
H: 2.058 1.455 4.182  0.00
H: 0.979 -0.825 4.275  0.00
H: 0.889 -2.210 2.176  0.00

Properties
- Molecular weight: 476.5 g/mol
- Orbital gap (alpha / beta): 7.7 / 6.7 eV
- LUMO level (alpha / beta): -7.32 / -8.74 eV
- Spin multiplicity: 6
- Charge: +2

***

(2)
Molecular formula: C11H17F7LuP
Method: DFT, wB97M-V/def2-TZVPD

Each line ends with the Mulliken charge.
Cartesian coordinates (Å):
C: -3.558 2.719 -0.870  0.06
C: -2.413 3.014 -1.052  -0.48
C: -1.014 3.288 -1.277  -0.86
C: -0.240 1.946 -1.363  -0.49
C: 0.053 1.497 0.045  -0.19
P: 1.016 -0.186 0.087  0.55
C: -0.391 -1.273 -0.582  -1.36
C: -0.231 -1.546 -2.081  -0.40
C: -1.618 -1.721 -2.710  -1.37
C: 0.562 -0.407 2.024  -0.02
F: -0.643 -0.905 2.225  -0.19
F: 0.550 0.900 2.596  -0.30
C: 1.582 -1.128 2.928  0.92
F: 1.359 -0.797 4.207  -0.28
F: 2.863 -0.632 2.649  -0.33
C: 1.626 -2.677 2.840  0.59
F: 2.517 -3.101 3.735  -0.21
F: 2.008 -3.037 1.609  -0.21
F: 0.425 -3.155 3.104  -0.19
H: -4.551 2.415 -0.679  0.43
H: -0.870 3.836 -2.199  0.39
H: -0.646 3.897 -0.459  0.34
H: -0.909 1.241 -1.833  0.08
H: 0.675 2.064 -1.929  0.52
H: 0.733 2.261 0.508  -0.33
H: -0.885 1.427 0.586  0.47
H: 2.207 0.723 0.682  -0.33
H: 1.965 -1.258 0.184  0.39
H: 1.575 0.146 -1.202  0.37
H: -0.305 -2.217 -0.063  0.70
H: -1.357 -0.825 -0.403  0.66
H: 0.337 -2.451 -2.238  0.52
H: 0.245 -0.713 -2.583  0.27
H: -2.043 -0.772 -3.010  0.32
H: -1.551 -2.333 -3.598  0.40
H: -2.306 -2.220 -2.038  0.36
Lu: 3.075 1.945 1.841  1.21

Properties
- Molecular weight: 488.2 g/mol
- Orbital gap: 3.9 eV
- LUMO level: -11.22 eV
- Charge: +2

***

(3)
Molecular formula: C11H17IrN10OSe4
Method: DFT, wB97M-V/def2-TZVPD

Each line ends with the Löwdin spin population.
Cartesian coordinates (Å):
Ir: 0.563 0.189 1.319  0.06
Se: 0.272 0.107 3.767  0.04
Se: 2.092 0.238 5.013  0.38
Se: 4.364 0.092 2.882  0.38
Se: 3.217 0.114 1.009  0.12
C: 0.227 2.028 -3.914  0.00
N: 0.768 1.093 -2.947  0.00
C: 0.937 -0.263 -3.443  0.00
C: 0.671 1.293 -1.606  0.00
N: 0.608 0.331 -0.753  0.01
N: 0.708 2.619 -1.202  0.00
C: 0.665 3.177 0.054  0.00
N: 0.784 4.528 0.068  0.00
N: 0.480 2.487 1.119  0.00
H: 0.582 1.744 -4.900  0.00
H: 0.555 3.051 -3.745  0.00
H: -0.866 1.994 -3.918  0.00
H: 1.315 -0.205 -4.462  0.00
H: -0.001 -0.826 -3.455  0.00
H: 1.683 -0.795 -2.853  0.00
H: 0.528 -0.593 -1.165  0.00
H: 0.913 3.273 -1.944  0.00
H: 1.004 5.074 -0.747  0.00
H: 0.833 5.005 0.953  0.00
H: 0.485 3.040 1.969  0.00
N: -3.797 0.751 1.356  0.00
C: -3.798 -0.548 0.943  0.00
C: -2.487 -0.915 0.856  0.00
N: -1.705 0.144 1.207  0.01
C: -2.520 1.130 1.507  0.00
H: -4.613 1.320 1.520  0.00
H: -4.696 -1.096 0.748  0.00
H: -2.063 -1.856 0.565  0.00
H: -2.210 2.106 1.824  0.00
N: 0.850 -3.349 2.718  0.00
C: 0.654 -3.167 1.400  0.00
O: 0.725 -2.044 0.862  0.00
C: 0.318 -4.323 0.603  0.00
C: 0.269 -5.589 1.171  0.00
N: 0.233 -6.614 1.695  0.00
C: -0.052 -4.103 -0.720  0.00
N: -0.381 -3.823 -1.787  0.00
H: 1.079 -2.554 3.298  0.00
H: 0.807 -4.265 3.131  0.00

Properties
- Molecular weight: 813.4 g/mol
- Orbital gap (alpha / beta): 3.5 / 4.3 eV
- LUMO level (alpha / beta): -6.09 / -5.31 eV
- Spin multiplicity: 2
- Charge: +1

***

(4)
Molecular formula: C11H17N2
Method: DFT, wB97M-V/def2-TZVPD

Each line ends with the Mulliken charge.
Cartesian coordinates (Å):
C: -1.065 2.753 -0.038  -0.47
C: -0.073 2.190 0.617  -1.06
C: -1.923 1.888 -0.741  0.81
C: 1.860 -0.619 1.266  -0.78
C: 0.667 -2.570 0.149  -0.89
C: 2.076 -0.084 -0.129  -0.91
C: 0.627 -1.760 -1.208  -1.43
C: -0.533 -0.712 1.212  -1.02
C: 0.691 -1.589 1.308  0.04
C: 0.799 -0.242 -0.893  0.15
C: -0.378 0.200 -0.059  0.17
N: -1.565 0.616 -0.682  -0.08
N: -3.028 2.379 -1.279  -0.38
H: -1.196 3.815 -0.098  0.33
H: 0.649 2.546 1.207  0.59
H: 2.745 -1.100 1.751  0.43
H: 1.518 0.186 1.954  0.23
H: -0.172 -3.157 0.362  0.54
H: 1.711 -3.061 0.067  0.29
H: 2.126 0.994 -0.105  0.34
H: 2.925 -0.554 -0.676  0.44
H: 1.332 -2.120 -1.838  0.64
H: -0.293 -1.967 -1.626  0.38
H: -1.545 -1.263 1.117  0.21
H: -0.506 -0.184 2.169  0.37
H: 0.607 -2.077 2.261  0.61
H: 0.922 0.232 -1.858  0.62
H: -2.243 0.013 -1.059  0.32
H: -3.004 3.393 -1.368  0.25
H: -3.730 1.855 -1.781  0.23

Properties
- Molecular weight: 177.3 g/mol
- Orbital gap: 9.2 eV
- LUMO level: -3.85 eV
- Charge: +1

***

(5)
Molecular formula: C11H17N2
Method: DFT, wB97M-V/def2-TZVPD

Each line ends with the Mulliken charge.
Cartesian coordinates (Å):
C: -2.317 -2.138 -0.881  -1.31
C: -0.587 0.058 1.577  -0.13
C: -0.566 -0.986 0.628  1.07
C: -1.913 -1.113 0.122  0.41
C: -2.663 -0.192 0.782  -0.83
C: 0.496 0.394 2.382  -0.78
C: 1.628 -0.393 2.278  -0.75
C: 0.601 -1.756 0.537  -0.32
C: 1.669 -1.457 1.369  -0.56
N: -1.890 0.491 1.691  -0.03
H: -2.185 1.287 2.226  0.20
H: 0.488 1.152 3.146  0.42
H: -3.728 -0.028 0.703  0.43
H: 2.531 -0.198 2.838  0.43
H: 0.634 -2.596 -0.141  0.44
H: -1.778 -2.031 -1.818  0.28
H: -3.369 -2.086 -1.182  0.37
H: 2.517 -2.132 1.303  0.38
H: -2.084 -3.147 -0.533  0.32
C: 0.720 1.754 -1.117  0.33
C: 2.144 1.326 -0.843  -1.37
N: 0.418 1.607 -2.610  -0.26
H: 0.010 1.190 -0.536  -0.25
H: 0.639 2.815 -0.899  0.28
H: 2.908 2.034 -1.124  0.44
H: 2.372 0.353 -1.274  0.49
H: 1.251 1.227 -3.057  0.37
H: -0.310 0.897 -2.741  0.32
H: 0.105 2.467 -3.053  0.37
H: 2.258 1.202 0.227  0.22

Properties
- Molecular weight: 177.3 g/mol
- Orbital gap: 7.4 eV
- LUMO level: -3.49 eV
- Charge: +1

***

(6)
Molecular formula: C11H17N4
Method: DFT, wB97M-V/def2-TZVPD

Each line ends with the Mulliken charge.
Cartesian coordinates (Å):
C: 3.610 0.680 -0.512  -0.37
C: 2.494 1.482 -0.170  -0.29
C: 2.450 -0.494 0.913  -0.11
C: -2.838 0.259 1.182  -0.73
C: -2.819 1.519 0.529  -0.32
C: -2.101 -0.772 0.723  -0.54
C: -1.938 1.758 -0.490  -0.87
C: -1.351 -0.673 -0.566  0.37
C: -1.069 0.751 -0.949  0.50
C: -0.315 -2.882 -0.168  -1.22
C: 0.616 1.104 1.279  -0.98
N: 3.598 -0.465 0.081  -0.59
N: 1.752 0.791 0.706  0.29
N: -0.122 1.012 -1.848  -0.22
N: -0.187 -1.534 -0.704  -0.21
H: 4.397 0.953 -1.189  0.43
H: 2.259 2.483 -0.468  0.52
H: 2.749 -0.595 1.961  0.37
H: -3.440 0.141 2.069  0.46
H: -3.465 2.305 0.885  0.42
H: -2.127 -1.728 1.215  0.45
H: -1.842 2.746 -0.915  0.38
H: -2.136 -0.975 -1.307  0.46
H: 0.519 -3.473 -0.538  0.37
H: -0.257 -2.855 0.920  0.41
H: -1.246 -3.376 -0.465  0.41
H: 0.177 0.421 1.979  0.44
H: 0.232 2.102 1.195  0.45
H: -0.008 1.946 -2.211  0.27
H: 0.562 0.319 -2.105  0.20
H: 0.047 -1.619 -1.689  0.23
H: 1.799 -1.331 0.655  0.03

Properties
- Molecular weight: 205.3 g/mol
- Orbital gap (alpha / beta): 5.6 / 5.6 eV
- LUMO level (alpha / beta): -4.79 / -4.80 eV
- Charge: +1